1.
{
  "formula": "C30H26GeN3O4RhS2",
  "method": "ωB97M-V/def2-TZVPD",
  "symbols": ["Rh", "O", "N", "C", "C", "C", "C", "C", "S", "H", "H", "H", "H", "C", "C", "C", "C", "C", "C", "C", "S", "O", "O", "N", "C", "C", "C", "C", "C", "N", "H", "H", "H", "H", "H", "H", "H", "H", "H", "H", "H", "O", "C", "Ge", "C", "C", "C", "C", "C", "C", "C", "C", "C", "C", "C", "C", "H", "H", "H", "H", "H", "H", "H", "H", "H", "H", "H"],
  "positions_angstrom": [[-1.545, -0.691, -0.776], [-3.391, -1.440, -0.361], [-3.456, -2.784, -0.508], [-4.471, -3.381, 0.148], [-4.697, -4.722, 0.002], [-3.859, -5.454, -0.837], [-2.823, -4.823, -1.484], [-2.606, -3.455, -1.309], [-1.289, -2.616, -2.075], [-5.054, -2.714, 0.765], [-5.512, -5.184, 0.538], [-4.015, -6.516, -0.973], [-2.147, -5.364, -2.131], [4.395, 2.082, 3.131], [3.061, 1.468, 2.818], [2.931, 0.540, 1.788], [1.709, -0.045, 1.507], [0.600, 0.303, 2.261], [0.704, 1.214, 3.306], [1.933, 1.790, 3.573], [-0.993, -0.314, 1.871], [-0.799, -1.533, 1.014], [-1.736, -0.490, 3.075], [-1.600, 0.723, 0.788], [-2.816, 1.419, 0.976], [-3.155, 2.020, 2.191], [-4.336, 2.730, 2.257], [-5.130, 2.841, 1.121], [-4.694, 2.230, -0.036], [-3.562, 1.526, -0.113], [4.976, 2.244, 2.223], [4.973, 1.419, 3.778], [4.283, 3.034, 3.647], [3.798, 0.265, 1.198], [1.626, -0.785, 0.728], [-0.162, 1.457, 3.907], [2.022, 2.499, 4.386], [-2.513, 1.921, 3.052], [-4.632, 3.201, 3.185], [-6.060, 3.392, 1.131], [-5.270, 2.298, -0.951], [-2.748, 0.908, -3.022], [-2.317, 0.306, -2.177], [0.960, -0.093, -2.392], [1.439, 1.763, -2.103], [0.911, 2.474, -1.025], [1.311, 3.784, -0.807], [2.220, 4.389, -1.663], [2.732, 3.689, -2.748], [2.338, 2.380, -2.974], [2.317, -1.434, -2.044], [3.580, -1.204, -2.594], [4.607, -2.109, -2.376], [4.375, -3.251, -1.621], [3.115, -3.494, -1.091], [2.082, -2.596, -1.310], [0.027, -0.201, -0.956], [0.201, 2.013, -0.348], [0.907, 4.333, 0.034], [2.525, 5.413, -1.491], [3.432, 4.165, -3.421], [2.732, 1.852, -3.835], [3.777, -0.316, -3.183], [5.586, -1.924, -2.797], [5.177, -3.958, -1.452], [2.934, -4.388, -0.509], [1.097, -2.807, -0.910]],
  "mulliken_charge": [0.4164, -0.6162, 0.3950, -0.2411, -0.7600, -0.2268, -0.8828, 0.9506, -0.3117, 0.4815, 0.4369, 0.4016, 0.4401, -1.5431, 0.8849, -0.8209, -0.1696, -0.1445, -0.8805, -0.8766, 1.5920, -0.7564, -0.6760, -0.0509, 0.4219, -0.6302, -0.5217, -0.6551, -0.4771, 0.0474, 0.3842, 0.3190, 0.3839, 0.5097, 0.7191, 0.4359, 0.4335, 0.3257, 0.4510, 0.4040, 0.4206, -0.1988, 0.1210, 0.5353, 0.2636, 0.2813, -0.7717, -0.5709, -0.7010, -0.6431, 0.6817, -0.6824, -0.6828, -0.5382, -0.7852, 0.3583, 0.7161, 0.3598, 0.4428, 0.4161, 0.4099, 0.3702, 0.1548, 0.4271, 0.4072, 0.4263, 0.1892],
  "gap_ev": [7.16, 6.59],
  "e_tot_ev": -125378.8583,
  "molar_mass_g_mol": 732.21,
  "largest_force_ev_per_a": 0.76,
  "lumo_energy_ev": [-3.64, -4.55],
  "e_homo_ev": [-10.799, -11.139],
  "multiplicity": 2,
  "total_charge": 1
}

***

2.
{
  "formula": "C30H27As2CaF6NO4S",
  "method": "ωB97M-V/def2-TZVPD",
  "symbols": ["Ca", "C", "As", "C", "C", "C", "C", "C", "C", "C", "As", "C", "C", "H", "H", "H", "H", "H", "H", "H", "H", "H", "H", "H", "H", "H", "H", "H", "H", "C", "C", "C", "C", "C", "C", "C", "F", "C", "C", "C", "O", "C", "C", "N", "C", "C", "O", "O", "H", "H", "H", "H", "H", "H", "H", "H", "H", "H", "H", "F", "C", "C", "F", "C", "F", "C", "O", "C", "F", "C", "F", "S"],
  "positions_angstrom": [[0.981, -2.530, 1.822], [-0.172, 2.501, 0.036], [0.803, 0.776, 0.093], [2.536, 1.523, 0.620], [1.230, 0.621, -1.828], [0.905, 1.636, -2.733], [1.254, 1.535, -4.072], [1.955, 0.422, -4.513], [2.279, -0.584, -3.613], [1.914, -0.524, -2.265], [2.195, -2.146, -0.903], [4.145, -1.960, -1.028], [1.814, -3.471, -2.308], [0.459, 3.313, -0.329], [-0.513, 2.732, 1.046], [-1.042, 2.401, -0.614], [2.846, 2.298, -0.083], [3.264, 0.714, 0.645], [2.454, 1.919, 1.631], [0.379, 2.523, -2.401], [0.986, 2.326, -4.765], [2.239, 0.333, -5.557], [2.823, -1.452, -3.974], [4.470, -1.965, -2.070], [4.573, -2.791, -0.472], [4.431, -1.012, -0.569], [2.749, -3.918, -2.642], [1.279, -3.034, -3.155], [1.221, -4.245, -1.826], [-4.520, 2.606, 1.055], [-4.387, 1.787, -0.219], [-4.024, 2.683, -1.397], [-4.000, 1.875, -2.683], [-3.132, 0.655, -2.529], [-2.592, 0.038, -3.638], [-1.808, -1.098, -3.495], [-1.335, -1.689, -4.614], [-1.519, -1.621, -2.268], [-2.047, -1.005, -1.129], [-1.676, -1.560, 0.192], [-0.905, -2.520, 0.252], [-2.276, -0.898, 1.323], [-3.095, 0.157, 1.107], [-3.388, 0.713, -0.101], [-2.864, 0.125, -1.253], [-2.037, -1.307, 2.778], [-2.902, -0.944, 3.591], [-0.979, -1.948, 3.007], [-5.181, 3.451, 0.853], [-3.550, 2.994, 1.371], [-4.947, 2.037, 1.878], [-5.359, 1.322, -0.441], [-3.046, 3.133, -1.206], [-4.755, 3.492, -1.465], [-3.645, 2.477, -3.521], [-5.024, 1.568, -2.928], [-2.767, 0.437, -4.630], [-0.884, -2.489, -2.144], [-3.546, 0.593, 1.986], [3.662, -0.697, 8.100], [3.303, -0.710, 6.793], [2.696, -1.825, 6.237], [2.462, -2.898, 7.014], [2.341, -1.828, 4.908], [1.745, -2.922, 4.389], [2.555, -0.737, 4.030], [2.213, -0.767, 2.802], [3.174, 0.376, 4.654], [3.422, 1.483, 3.920], [3.536, 0.386, 5.985], [4.126, 1.479, 6.516], [2.498, -4.348, 0.746]],
  "mulliken_charge": [0.9595, -1.3580, 1.2595, -1.2124, 0.5458, -0.5197, -0.6611, -0.8216, -0.1799, -0.9473, 1.4105, -1.2772, -1.5191, 0.5067, 0.4504, -0.0518, 0.4678, 0.1546, 0.3858, 0.1928, 0.3506, 0.3390, 0.3269, 0.4191, 0.3388, 0.2488, 0.3686, 0.4782, 0.3549, -1.8798, 0.5960, -0.8430, -1.3569, 1.3901, -0.5933, 0.0854, -0.4442, -1.2687, 0.3377, 1.1398, -1.1778, 0.2436, -0.4351, 0.6255, -0.6946, 0.1280, -0.8098, -0.6995, 0.4660, 0.2813, 0.5263, 0.1129, 0.1154, 0.4000, 0.4350, 0.3682, 0.4527, 0.6937, 0.5783, -0.3524, 0.5680, -0.0609, -0.3249, 0.1703, -0.2766, 0.4056, -0.2793, 0.0339, -0.3138, -0.0595, -0.3426, -0.9513],
  "gap_ev": 3.89,
  "e_tot_ev": -208488.8023,
  "molar_mass_g_mol": 801.53,
  "largest_force_ev_per_a": 0.18,
  "lumo_energy_ev": 3.69,
  "e_homo_ev": -0.203,
  "multiplicity": 1,
  "total_charge": -2
}

***

3.
{
  "formula": "C30H27Br2N2",
  "method": "ωB97M-V/def2-TZVPD",
  "symbols": ["Br", "C", "C", "C", "C", "C", "C", "C", "C", "C", "C", "C", "Br", "C", "C", "C", "C", "H", "H", "H", "H", "H", "H", "H", "H", "H", "H", "H", "C", "N", "C", "H", "C", "C", "C", "C", "C", "C", "N", "C", "C", "C", "C", "C", "C", "C", "H", "H", "H", "H", "H", "H", "H", "H", "H", "H", "H", "H", "H", "H", "H"],
  "positions_angstrom": [[7.915, 3.167, -2.252], [6.176, 2.746, -1.632], [6.009, 2.169, -0.360], [4.727, 1.960, 0.137], [3.585, 2.356, -0.592], [2.299, 2.339, 0.064], [1.167, 2.781, -0.516], [-0.035, 3.185, 0.279], [-1.376, 3.142, -0.449], [-2.465, 3.740, 0.189], [-3.665, 3.970, -0.490], [-3.785, 3.556, -1.826], [-5.346, 3.995, -2.792], [-2.743, 2.844, -2.443], [-1.543, 2.622, -1.742], [3.768, 2.834, -1.916], [5.052, 3.054, -2.417], [6.879, 1.891, 0.223], [4.580, 1.512, 1.117], [2.276, 1.971, 1.095], [1.130, 2.957, -1.592], [0.135, 4.231, 0.604], [-2.344, 4.079, 1.221], [-4.488, 4.467, 0.010], [-2.863, 2.492, -3.467], [-0.717, 2.104, -2.235], [2.911, 3.056, -2.553], [5.174, 3.460, -3.417], [-1.350, -2.149, -1.638], [-0.688, -2.557, -0.415], [-1.110, -2.255, 0.838], [-0.034, 2.618, 1.203], [-2.504, -2.083, 1.238], [-3.248, -3.237, 1.574], [-4.579, -3.106, 1.954], [-5.170, -1.841, 2.015], [-4.428, -0.701, 1.682], [-3.095, -0.806, 1.284], [-0.065, -2.447, 1.684], [0.034, -1.892, 3.020], [0.999, -3.034, 0.978], [0.604, -3.107, -0.352], [1.270, -3.900, -1.277], [2.318, -4.688, -0.775], [2.716, -4.611, 0.572], [2.082, -3.743, 1.475], [-0.920, -2.723, -2.461], [-2.429, -2.319, -1.576], [-1.180, -1.076, -1.832], [-2.767, -4.217, 1.522], [-5.155, -3.997, 2.206], [-6.214, -1.741, 2.322], [-4.888, 0.283, 1.732], [-2.478, 0.049, 1.006], [0.863, -2.384, 3.534], [0.247, -0.810, 2.975], [-0.900, -2.031, 3.575], [0.940, -3.899, -2.316], [2.829, -5.391, -1.433], [3.522, -5.257, 0.916], [2.364, -3.625, 2.522]],
  "mulliken_charge": [-0.1699, -0.0329, -0.4533, -0.5584, 0.9925, -0.5241, -0.2750, -0.8169, 0.4194, -0.4890, -0.5895, -0.0201, -0.1691, -0.6783, -0.0743, -0.4365, -0.5164, 0.4084, 0.3262, 0.2695, 0.2655, 0.3470, 0.4154, 0.4613, 0.4332, 0.3406, 0.3034, 0.4134, -0.7737, 0.4378, -0.2448, 0.4087, -0.3414, -0.1498, -0.6546, -0.4289, -0.6561, -0.2433, 0.4221, -0.7833, 0.8864, 0.8466, -0.8536, -0.6479, -0.6427, -0.8306, 0.3281, 0.3058, 0.2837, 0.4773, 0.3948, 0.4012, 0.4440, 0.6919, 0.3303, 0.2733, 0.3070, 0.3254, 0.3870, 0.3875, 0.3198],
  "gap_ev": 6.92,
  "e_tot_ev": -174607.2382,
  "molar_mass_g_mol": 575.37,
  "largest_force_ev_per_a": 2.11,
  "lumo_energy_ev": -3.15,
  "e_homo_ev": -10.075,
  "multiplicity": 1,
  "total_charge": 1
}